1.
Here is a single C2H2F2O molecule at a distorted geometry from the OMol25 dataset. Energies are from the ωB97M-V functional and the def2-TZVPD basis.

## Properties
Net charge = 0
SMILES = FC1(F)CO1
Relative energy (zero: lowest compared OMol25 entry of this formula, charge and spin) = 44.56 kcal/mol

Structure (XYZ):
```
7
Properties=species:S:1:pos:R:3:mulliken_charge:R:1
F -1.468 -1.156 0.356 -0.18
C -0.836 -0.082 0.004 0.73
F -1.476 1.032 0.494 -0.21
C 0.948 0.001 -0.042 -0.52
O -0.064 0.035 -1.108 -0.33
H 1.207 0.986 0.225 0.25
H 1.690 -0.815 0.069 0.26
```


2.
Here is a molecular structure, C7H3ClNO4Ta at a distorted geometry from the OMol25 dataset. Energies are from the ωB97M-V functional and the def2-TZVPD basis.

## Properties
Net charge = +2

Structure (XYZ):
```
17
Properties=species:S:1:pos:R:3:mulliken_charge:R:1
Ta 0.000 -0.304 0.000 1.92
O -3.472 1.788 0.000 -0.32
C -2.322 1.533 0.000 0.26
O -1.763 0.304 0.000 -0.47
C -1.168 2.555 0.000 0.57
C -1.222 3.944 0.000 -0.47
C 0.000 4.621 0.000 -0.27
C 1.222 3.944 0.000 -0.47
C 1.167 2.555 0.000 0.57
N 0.000 1.916 0.000 -0.22
C 2.321 1.534 0.000 0.26
O 3.472 1.788 0.000 -0.32
O 1.763 0.305 0.000 -0.47
H -2.175 4.459 0.000 0.50
H 0.000 5.710 0.000 0.48
H 2.175 4.458 0.000 0.50
Cl 0.001 -2.540 0.000 -0.04
```


For the records above, the corresponding lowest unoccupied orbital energy values read 0.0352 -0.4748 Ha.
For the records above, the corresponding orbital gap values read 10.71 6.00 eV.
For the records above, the corresponding HOMO level values read -9.750 -18.919 eV.